The following is a quantum chemistry calculation of C12H16N6O3 in the gas phase, from the OMol25 dataset.

Element x y z (Å)
N 0.19 1.98 2.37
C 0.46 0.64 2.79
C -0.85 -0.07 3.19
C -1.82 -0.40 2.04
C -2.59 0.48 1.43
N -3.36 -0.16 0.52
C -3.00 -1.48 0.63
N -2.09 -1.67 1.52
C 1.16 -0.16 1.68
O 2.04 -0.97 2.03
N 0.71 -0.06 0.44
C 1.16 -1.08 -0.49
C 0.21 -1.14 -1.70
C -0.09 0.22 -2.24
C 0.51 0.76 -3.32
N -0.17 1.98 -3.55
C -1.15 2.03 -2.58
N -1.15 1.00 -1.81
C 2.62 -0.87 -1.05
O 2.84 -1.02 -2.23
O 3.59 -0.59 -0.13
H 1.00 2.60 2.34
H -0.51 2.42 2.97
H 1.17 0.51 3.59
H -1.34 0.70 3.82
H -0.61 -1.02 3.71
H -2.71 1.53 1.53
H -3.89 0.31 -0.18
H -3.53 -2.24 0.06
H 0.15 0.72 0.06
H 1.14 -2.05 -0.01
H -0.78 -1.56 -1.40
H 0.64 -1.75 -2.55
H 1.38 0.52 -3.92
H 0.04 2.63 -4.29
H -1.74 2.93 -2.56
H 3.19 -0.66 0.77

Output
E_HOMO ... -8.742 eV
SMILES string ... N[C@@H](Cc1c[nH]cn1)C(=O)N[C@@H](Cc1c[nH]cn1)C(=O)O
Frontier orbital gap ... 9.31 eV
Molar mass ... 292.3 g mol⁻¹
LUMO level ... 0.57 eV
Energy relative to the best compared isomer or geometry (same formula, charge and spin) ... 26.4 kcal/mol

Results of the natural (NBO) charge analysis, in e, for atoms 1 through 8: N -0.85; C -0.12; C -0.41; C 0.06; C -0.08; N -0.52; C 0.17; N -0.46

The following is a quantum chemistry calculation of a gas-phase ion, C12H16NO (charge +1), from the OMol25 dataset.

Element x y z (Å)
C 1.21 1.74 1.06
N 0.04 1.39 0.20
C -0.27 2.41 -0.89
C 0.00 -0.14 -0.33
C 1.29 -0.80 -0.19
C 2.34 -1.01 -1.04
C 3.16 -1.91 -0.39
C 2.58 -2.17 0.83
O 1.49 -1.42 0.97
C -1.26 -0.78 0.59
C -1.50 -2.29 0.24
C -2.77 -2.38 -0.20
C -3.41 -1.12 -0.20
C -2.52 -0.15 0.19
H 1.34 1.00 1.98
H 2.16 1.66 0.50
H 0.97 2.83 1.33
H -0.79 1.34 0.79
H 0.72 2.81 -1.27
H -0.72 1.98 -1.70
H -1.03 3.23 -0.58
H -0.35 -0.02 -1.42
H 2.52 -0.69 -2.13
H 4.00 -2.51 -0.78
H 2.78 -2.84 1.59
H -1.14 -0.80 1.67
H -0.76 -3.01 0.12
H -3.20 -3.22 -0.51
H -4.37 -0.88 -0.45
H -2.70 0.90 0.11

Output
E_HOMO ... -11.936 eV
SMILES string ... C[NH+](C)[C@@H](c1ccco1)C1C=CC=C1
Frontier orbital gap ... 9.30 eV
Molar mass ... 190.3 g mol⁻¹
Total charge ... +1
LUMO level ... -2.63 eV
Energy relative to the best compared isomer or geometry (same formula, charge and spin) ... 54.2 kcal/mol

Results of the natural (NBO) charge analysis, in e, for atoms 1 through 8: C -0.44; N -0.39; C -0.43; C -0.04; C 0.21; C -0.27; C -0.31; C 0.13

The following is a quantum chemistry calculation of 5 unconnected molecules or ions with the total composition C12H16NO15, from the OMol25 dataset.

Element x y z (Å)
N 0.87 0.33 1.55
O 2.03 0.79 1.18
O -0.06 1.10 1.91
O 0.65 -0.89 1.43
C -2.54 -3.44 -0.89
C -2.31 -2.95 0.50
O -2.20 -4.13 1.16
C -2.28 -5.26 0.36
O -2.10 -6.35 0.78
O -2.67 -4.85 -0.88
H -1.54 -3.27 -1.34
H -3.42 -2.93 -1.26
H -3.39 -2.46 0.86
H -1.43 -2.35 0.75
C 0.65 4.54 2.13
C 1.03 5.99 1.50
O 0.34 6.83 2.46
C -0.49 6.08 3.23
O -1.01 6.62 4.23
O -0.21 4.81 3.10
H 1.47 4.08 2.65
H 0.29 3.79 1.36
H 0.39 6.19 0.51
H 2.15 6.08 1.25
C 2.67 -4.40 -0.33
C 1.32 -3.56 0.01
O 0.43 -4.13 -0.84
C 0.99 -4.95 -1.73
O 0.40 -5.42 -2.73
O 2.25 -5.08 -1.51
H 2.82 -5.25 0.34
H 3.77 -3.80 -0.49
H 1.40 -2.46 -0.27
H 0.81 -3.48 1.01
C -0.41 3.25 -1.62
C 0.39 1.94 -1.54
O -0.01 1.21 -2.76
C -0.35 2.14 -3.58
O -0.55 1.96 -4.82
O -0.57 3.26 -2.99
H 0.23 4.03 -1.24
H -1.24 3.01 -1.14
H 0.01 1.32 -0.75
H 1.42 2.09 -1.53

Output
E_HOMO ... -6.111 eV
Frontier orbital gap ... 8.36 eV
Molar mass ... 414.3 g mol⁻¹
Total charge ... -1
LUMO level ... 2.25 eV
Energy relative to the best compared isomer or geometry (same formula, charge and spin) ... 11.8 kcal/mol

Results of the natural (NBO) charge analysis, in e, for atoms 1 through 8: N 0.70; O -0.58; O -0.55; O -0.55; C -0.13; C -0.07; O -0.51; C 0.98

The following is a quantum chemistry calculation of a molecular structure, C12H16OSe, from the OMol25 dataset.

Element x y z (Å)
C -3.55 -0.03 -0.50
C -2.89 -0.74 0.48
C -2.82 0.96 -1.22
C -1.57 -0.45 0.71
C -1.47 1.18 -1.00
C -0.81 0.50 -0.03
C 2.33 -2.93 1.12
C 1.32 -2.23 0.53
C 0.76 1.49 2.48
C 1.32 1.37 -2.61
C 1.52 -1.13 -0.42
C 0.69 0.58 0.25
O 1.07 0.46 1.59
Se 1.55 2.00 -0.79
H -4.57 0.07 -0.55
H -3.27 -1.43 1.27
H -3.37 1.57 -1.93
H -1.02 -0.95 1.50
H -0.92 1.91 -1.67
H 2.28 -3.70 1.81
H 3.23 -2.80 0.59
H 0.34 -2.51 0.79
H 1.67 1.34 3.26
H -0.23 1.37 3.05
H 0.75 2.49 2.11
H 1.50 2.32 -3.11
H 2.20 0.80 -2.82
H 0.47 0.77 -2.83
H 2.56 -0.93 -0.78
H 0.92 -1.36 -1.29

Output
E_HOMO ... -7.991 eV
Frontier orbital gap ... 8.60 eV
Molar mass ... 255.2 g mol⁻¹
LUMO level ... 0.61 eV
Energy relative to the best compared isomer or geometry (same formula, charge and spin) ... 26.1 kcal/mol

Results of the natural (NBO) charge analysis, in e, for atoms 1 through 8: C -0.21; C -0.22; C -0.20; C -0.18; C -0.21; C -0.15; C -0.38; C -0.19

The following is a quantum chemistry calculation of C12H16Si in the gas phase, from the OMol25 dataset.

Element x y z (Å)
C -1.03 2.09 2.30
Si -0.96 1.18 0.66
C 0.32 2.12 -0.39
C -2.70 1.20 -0.16
C -0.38 -0.60 0.90
C 0.71 -0.70 1.88
C 1.86 -1.06 1.25
C 1.56 -1.45 -0.10
C 2.38 -1.96 -1.11
C 1.84 -2.22 -2.36
C 0.51 -1.88 -2.60
C -0.34 -1.52 -1.59
C 0.21 -1.21 -0.35
H -0.09 2.00 2.83
H -1.76 1.55 2.94
H -1.33 3.12 2.26
H 0.11 3.18 -0.37
H 0.31 1.84 -1.46
H 1.31 1.89 0.03
H -2.66 0.55 -1.01
H -3.43 0.81 0.54
H -3.07 2.18 -0.47
H -1.26 -1.13 1.20
H 0.57 -0.48 2.92
H 2.81 -1.17 1.76
H 3.40 -2.21 -0.91
H 2.40 -2.68 -3.17
H 0.07 -2.13 -3.57
H -1.36 -1.32 -1.85

Output
E_HOMO ... -8.224 eV
SMILES string ... C[Si](C)(C)[C@@H]1C=Cc2ccccc21
Frontier orbital gap ... 9.16 eV
Molar mass ... 188.3 g mol⁻¹
LUMO level ... 0.94 eV
Energy relative to the best compared isomer or geometry (same formula, charge and spin) ... 0.0 kcal/mol

Results of the natural (NBO) charge analysis, in e, for atoms 1 through 8: C -1.12; Si 1.65; C -1.11; C -1.09; C -0.71; C -0.16; C -0.22; C -0.08

The following is a quantum chemistry calculation of 2 unconnected molecules or ions with the total composition C12H17BFN2O6S, from the OMol25 dataset.

Element x y z (Å)
N -6.20 -2.47 -2.68
B -4.91 -2.81 -2.15
O -4.66 -4.08 -1.76
O -3.81 -1.86 -2.04
C -3.90 -0.93 -1.12
O -4.90 -0.48 -0.63
C -2.59 -0.42 -0.63
C -2.15 0.83 -1.07
C -0.96 1.31 -0.58
N -0.25 0.60 0.29
C -0.65 -0.61 0.73
C -1.84 -1.16 0.28
C -2.30 -2.53 0.73
C -1.47 -3.58 0.07
O -1.86 -4.48 -0.57
F -0.16 -3.40 0.24
H -6.24 -1.47 -2.86
H -6.89 -2.65 -1.95
H -3.72 -4.29 -1.74
H -2.72 1.40 -1.77
H -0.59 2.27 -0.90
H 0.65 0.95 0.65
H -0.01 -1.12 1.42
H -3.32 -2.70 0.43
H -2.21 -2.60 1.81
C 4.62 3.08 2.17
C 5.71 2.21 1.53
C 5.01 1.23 0.57
S 3.53 2.07 0.02
O 2.37 1.32 0.51
O 3.62 2.40 -1.37
C 3.72 3.53 1.02
H 5.04 3.94 2.70
H 4.05 2.49 2.89
H 6.40 2.84 0.97
H 6.29 1.68 2.28
H 5.62 1.00 -0.30
H 4.72 0.31 1.08
H 2.74 3.89 1.34
H 4.21 4.28 0.40

Output
E_HOMO ... -13.008 eV
Frontier orbital gap ... 8.82 eV
Molar mass ... 347.2 g mol⁻¹
Total charge ... +1
LUMO level ... -4.19 eV

Results of the natural (NBO) charge analysis, in e, for atoms 1 through 8: N -1.07; B 1.20; O -0.87; O -0.69; C 0.77; O -0.53; C -0.01; C -0.19

The following is a quantum chemistry calculation of a molecular structure, C12H17BN6NiO, from the OMol25 dataset.

Element x y z (Å)
H -0.70 -3.01 1.11
N 0.42 -1.94 -0.36
B 2.04 -1.43 -2.32
N 1.30 -2.38 -1.36
C 1.38 -3.71 -1.33
Ni 0.08 -0.06 -0.14
H 2.01 -4.20 -2.04
C 0.56 -4.17 -0.31
H 0.42 -5.19 -0.02
C -0.02 -3.04 0.28
H 2.75 -1.96 -3.13
C -0.26 1.78 0.37
H -0.98 1.93 1.17
H -0.74 2.09 -0.58
H 0.66 2.35 0.49
N 2.74 -0.45 -1.35
N 0.87 -0.60 -2.90
N 2.06 0.22 -0.33
N -0.07 0.04 -2.11
C 4.04 -0.12 -1.31
C 0.56 -0.41 -4.19
H 4.69 -0.56 -2.04
H 1.19 -0.85 -4.92
C 4.22 0.77 -0.26
C -0.58 0.38 -4.24
C 2.97 0.96 0.33
C -0.95 0.64 -2.92
H 5.14 1.23 0.03
H -1.07 0.73 -5.11
H 2.71 1.60 1.16
H -1.78 1.22 -2.56
H -0.08 0.60 1.26
C -2.69 0.12 1.31
C -1.89 -0.34 0.12
O -2.37 -1.02 -0.77
H -1.98 0.57 2.00
H -3.20 -0.67 1.88
H -3.43 0.90 1.06

Output
E_HOMO (spin up / spin down) ... -6.584 / -7.739 eV
Spin multiplicity ... 3
Frontier orbital gap (spin up / spin down) ... 7.17 / 6.65 eV
Molar mass ... 330.8 g mol⁻¹
LUMO level (spin up / spin down) ... 0.59 / -1.09 eV
Energy relative to the best compared isomer or geometry (same formula, charge and spin) ... 68.7 kcal/mol

Results of the natural (NBO) charge analysis, in e, for atoms 1 through 8: H 0.22; N -0.38; B 0.55; N -0.31; C 0.01; Ni 1.02; H 0.22; C -0.36

| no. | E_tot (hartree) |
| --- | --- |
| 1 | -1021.185972 |
| 2 | -596.480035 |
| 3 | -1650.085184 |
| 4 | -2943.363621 |
| 5 | -756.371645 |
| 6 | -1551.262896 |
| 7 | -2404.310411 |